(1)
112
Properties=species:S:1:pos:R:3:forces:R:3 method="wB97M-V/def2-TZVPD" homo_lumo_gap_ev=9.07 e_homo_ev=-8.60 spin_multiplicity=1
Si -0.7693 0.9480 -0.4686 -0.36 -0.15 0.45
C -2.1668 -1.4880 -0.9227 -0.05 -0.08 0.02
C -0.2509 4.9629 -4.0341 -0.50 0.11 0.23
C -1.3405 4.9522 -1.9448 -0.17 0.32 -0.89
C -0.8300 -0.7810 -1.2041 0.21 -0.02 -0.03
H 0.5472 6.7898 5.6183 0.04 -0.07 0.07
H -2.7695 7.3245 0.4336 0.01 -0.06 -0.02
O -2.3672 -3.2978 -5.7267 0.15 0.00 0.09
H -2.9347 -3.9967 -7.6104 -0.14 0.09 0.08
O -2.6110 6.9010 2.4649 0.15 -0.08 0.11
H -2.2535 -1.0496 -7.1875 -0.03 0.01 0.03
C -2.8589 -1.8375 -7.6503 -0.05 0.13 -0.16
C 5.1327 -4.9840 3.2223 -0.05 -0.16 0.05
C 4.9108 -6.6716 -0.1976 0.04 0.03 -0.09
H -1.5860 -2.2525 1.0444 0.07 0.06 0.07
H -1.2799 7.8355 1.2542 -0.05 0.05 0.00
H 7.4871 -2.2666 3.4912 -0.01 0.00 0.00
H 0.4544 2.1745 4.6861 -0.06 0.07 0.01
H -5.0682 -4.8440 -4.4440 0.05 -0.07 0.06
C 6.4728 -4.5922 3.8001 0.19 -0.06 0.10
O -1.4683 7.1646 5.7559 -0.19 -0.18 -0.12
O 4.4040 -3.9234 2.6350 -0.16 0.08 0.06
C -3.2388 5.6524 2.6849 -0.13 0.10 -0.10
C 0.6470 1.9159 2.5702 0.07 -0.22 0.02
C 1.1678 1.1468 1.5272 0.05 0.02 0.28
C 0.8676 1.5615 3.8953 0.10 -0.13 -0.05
H 2.9333 -0.0922 5.8330 0.03 -0.10 0.02
N -1.1644 4.2857 -3.1873 0.75 -0.04 0.80
O -0.8697 4.6677 -0.9075 -0.03 -0.04 0.59
H -3.2997 -3.3807 -3.9711 -0.03 0.04 0.01
C 1.8658 0.0457 5.6608 0.12 0.22 -0.09
H -2.7974 -0.9579 1.0986 0.14 0.08 0.08
H 6.8633 -5.4591 4.3496 -0.02 0.04 0.09
H -4.8524 -6.0911 -8.1340 -0.05 0.00 0.01
H -3.7418 -6.6355 -6.8629 0.01 0.00 0.00
H 0.4496 4.9887 4.1244 0.03 0.02 -0.05
C -4.5394 -0.3663 -6.8323 0.02 -0.07 -0.02
H 5.8356 -3.0678 1.3855 0.03 -0.16 -0.02
H -3.0108 7.6227 6.9831 0.02 0.04 0.00
C 0.9122 1.5492 0.0992 0.01 0.22 -0.20
H -4.2776 -2.6248 -5.2312 -0.02 -0.08 -0.12
C 4.8029 -3.4241 1.3722 0.04 0.20 0.00
I -1.4279 1.3688 -4.9174 0.08 0.09 0.14
C -2.0254 7.0431 1.1875 -0.05 0.10 0.07
H -3.5547 -5.5837 -5.0069 0.03 0.00 -0.04
H -1.5279 6.1238 0.8750 0.00 0.01 -0.02
H -3.2441 -2.5703 0.5967 -0.04 -0.01 0.01
H -5.5314 -0.4405 -6.3885 -0.03 0.00 -0.05
H 5.5596 -7.4604 0.1813 0.03 0.01 -0.04
H 2.3227 -0.5967 1.0670 0.05 -0.06 0.00
C 4.5669 -4.3493 0.2018 0.04 -0.02 -0.20
H -2.9972 4.9514 1.8780 0.04 0.01 -0.01
H 0.0596 2.7991 2.3487 -0.03 0.04 0.00
H 5.2291 -5.8358 2.5455 0.12 0.11 -0.08
H 1.3591 -0.8828 5.9170 -0.04 -0.05 0.06
H -3.1197 5.6816 4.8426 0.12 0.11 -0.09
H -4.3275 5.7982 2.6934 0.00 -0.08 -0.05
C -0.4073 6.2481 5.5696 0.11 0.16 0.11
H -3.8234 -0.1244 -6.0408 -0.06 0.07 0.01
C -2.3883 -3.1781 -7.1365 0.09 -0.09 -0.11
H 0.2491 -2.2323 0.0405 0.12 0.12 0.17
C -4.7272 -6.1989 -7.0572 -0.10 -0.01 0.04
H -3.4330 4.1143 4.1019 -0.03 0.01 0.04
H 1.5337 0.8342 6.3335 -0.11 -0.05 0.07
C 2.1226 -0.3414 3.1856 -0.07 0.13 -0.06
H -2.1011 6.1812 7.4725 -0.01 -0.01 0.00
C 1.6128 0.4314 4.2294 -0.04 -0.02 -0.30
H 3.9096 -6.8110 0.2236 0.00 0.00 0.01
H -2.1824 -2.4148 -1.5037 0.01 -0.02 -0.06
C 1.9054 0.0110 1.8591 -0.08 0.12 0.10
O -4.2356 -1.6157 -7.4105 -0.02 -0.12 0.13
H -4.5443 0.4390 -7.5755 0.06 0.01 0.02
H 4.5164 -5.3051 4.0661 -0.01 -0.04 -0.01
C -2.4505 -1.8244 0.5407 -0.18 -0.12 -0.11
F -2.1528 6.0078 -2.1181 0.30 -0.23 0.18
O -0.2771 4.9941 -5.2042 0.24 -0.09 -0.41
O -4.8458 -4.9168 -6.4855 0.22 0.12 -0.13
H -5.4971 -6.8820 -6.6815 0.03 -0.03 0.03
O -1.5018 4.6022 4.0866 0.06 -0.20 0.00
H 3.5299 -4.7035 0.2245 0.00 -0.03 0.03
H 0.7842 2.5064 -2.9412 0.02 -0.01 0.15
F 0.7256 5.5740 -3.3173 -0.35 -0.01 -0.16
O 5.4687 -5.4385 0.1941 -0.03 -0.04 0.28
H 6.3318 -3.7742 4.5151 -0.01 0.03 -0.03
H 8.5222 -2.6832 2.1145 0.04 -0.04 0.00
H 4.8513 -6.7601 -1.2880 -0.05 0.01 0.00
H -0.4080 5.4889 6.3602 -0.04 -0.02 0.00
H 1.3092 -1.1247 -0.8524 0.07 0.00 0.08
H 0.8830 2.6411 0.0380 -0.03 0.04 -0.01
H 8.9672 -3.2269 3.7442 -0.03 0.02 0.04
H -2.6795 -1.8089 -8.7331 0.08 0.04 0.02
C 0.3755 -1.6818 -0.8883 -0.15 -0.10 -0.27
Si -0.6835 2.5612 -2.9391 -0.32 -0.03 -0.77
O 7.4050 -4.2250 2.8014 -0.17 0.09 -0.15
C -2.0138 7.1895 7.0541 0.06 0.08 0.01
H -2.9884 -0.8768 -1.3040 -0.04 0.01 -0.08
H -1.3399 -3.2699 -7.4322 0.00 -0.04 -0.03
H 4.1577 -2.5550 1.2147 0.03 0.03 -0.02
C 8.1282 -3.0444 3.0636 0.05 -0.05 0.03
H 1.7160 1.2330 -0.5677 0.04 -0.12 0.02
C -2.8479 5.0328 4.0068 -0.16 -0.05 0.09
H 2.7043 -1.2286 3.4077 0.03 -0.04 0.02
H 4.7073 -3.7625 -0.7164 -0.11 0.01 -0.02
C -3.5865 -3.4453 -5.0241 -0.06 0.10 0.09
H 0.4857 -2.4232 -1.6825 -0.02 -0.07 0.02
C -4.2735 -4.7792 -5.1997 -0.18 -0.11 0.06
H -1.6742 1.0578 0.6909 -0.06 0.12 -0.06
C -0.4742 5.5648 4.2238 0.13 0.06 -0.09
O -1.4091 2.0172 -1.6187 0.30 -0.24 -0.05
H -0.7964 -0.6294 -2.2900 -0.04 0.20 -0.03
H -1.4125 7.8035 7.7340 0.02 -0.04 0.02
H -0.4958 6.3010 3.4170 -0.11 0.04 0.08

(2)
106
Properties=species:S:1:pos:R:3:forces:R:3 method="wB97M-V/def2-TZVPD" homo_lumo_gap_ev="4.19 / 5.04" total_charge=+1 e_homo_ev="-6.10 / -9.98" spin_multiplicity=6
C 4.5860 0.9349 2.6314 0.65 -0.56 -0.03
H -5.0679 3.4280 8.0604 -0.49 -0.94 0.70
C -1.8701 -3.0716 -1.9817 0.28 0.86 -0.91
C -0.6871 1.8065 -3.4916 0.58 -0.62 -0.07
C -1.8500 2.6310 8.1984 0.31 0.77 -0.98
P 0.7807 -2.7017 -1.3927 1.29 -0.87 -2.71
H 1.3554 -3.9824 1.3104 0.05 0.10 0.21
C 1.6391 3.4591 -2.0550 0.00 -1.47 -1.21
H -0.8311 -2.9536 0.7632 -0.67 -1.04 -0.62
C 0.4758 -1.3958 -7.5579 -0.04 -0.35 1.20
H -2.8746 -0.0225 -1.9863 -0.41 0.66 0.87
H -4.8461 1.2781 6.1474 0.65 -0.01 -0.61
H -0.0095 2.5839 -3.8367 0.09 0.15 -0.05
H 0.9190 -3.6444 -3.8591 0.08 0.84 0.92
H -3.1566 0.9136 5.4941 -0.63 0.77 0.31
H -2.0731 -0.2562 8.2163 0.47 -0.53 -0.10
H -0.4358 -6.0380 -0.9997 -0.15 1.19 -0.95
H 1.5133 -5.5287 -0.7023 0.59 0.11 -0.53
H -1.9266 -4.4115 0.3254 0.59 0.31 0.39
H 0.6089 -1.9726 -8.4555 0.15 -0.07 -0.18
C -2.5190 1.9582 -1.0182 1.38 -0.17 -0.84
C 1.3224 -2.7734 -3.2598 0.18 -0.63 -0.27
C 2.2487 -3.4819 0.9716 2.08 0.31 -0.22
H -5.7523 1.8613 8.9534 0.76 1.05 -0.66
Ir 0.3984 -0.5417 -0.9650 0.10 2.77 -0.66
C -0.4433 0.5511 -6.4520 -0.90 2.03 1.93
H -0.5612 4.8479 -2.4662 0.03 -0.63 0.61
Cl -0.1840 -0.5710 1.4104 0.04 0.13 0.24
H 5.1803 2.6551 1.3645 -0.65 0.09 0.08
C -2.9125 0.4534 -0.9608 0.45 -0.11 -0.88
C 0.7818 3.3074 0.3362 -0.53 0.46 0.29
C -2.6736 2.6668 0.3059 1.59 0.05 2.01
C 3.6637 -2.8864 -1.0689 0.07 1.68 0.86
C 5.2351 1.5653 1.4054 1.41 0.12 1.40
C 3.0915 0.9317 2.5620 -0.59 -0.41 -0.86
C -3.0450 -0.0217 8.6083 -0.07 1.05 0.75
C -0.2102 -0.1937 -7.6236 1.30 -2.47 -0.91
C -0.9235 -3.9503 0.2302 -0.78 1.55 -0.29
C 0.6360 -1.2266 -5.1587 -0.99 1.83 2.80
N 0.8812 -1.5165 -3.8470 -0.57 -0.37 -0.54
H 0.8669 4.3845 0.5872 0.59 -0.67 0.18
S 2.6090 0.3160 -1.4435 0.40 -0.10 1.04
H -3.3708 2.3313 -3.0370 0.07 0.41 0.76
H -4.4091 2.6846 -1.6505 0.78 0.17 -0.30
B 0.2345 -0.4756 -3.0798 0.83 0.24 1.39
H -0.9162 1.5241 -6.3981 -0.01 -0.09 -0.43
N 4.6690 0.9486 0.2501 0.74 -0.50 -3.36
H -1.6841 3.3141 9.0167 0.19 0.00 0.23
Si -3.3931 1.6715 7.9444 -0.55 0.64 -0.34
C -0.0846 -0.0273 -5.2694 0.35 0.98 0.57
H -3.8399 2.6383 5.6569 0.26 0.05 -0.25
C 0.3870 3.3110 -1.1342 0.11 0.92 -1.11
H -3.6202 3.1838 0.3792 -0.46 -0.20 0.02
H -1.9173 3.4898 0.4860 -0.88 -1.10 -0.20
C -3.7893 1.6365 6.0687 -0.49 -1.07 1.14
N 2.5850 0.6935 1.1841 -1.04 -0.73 2.04
C 0.9135 -1.9682 -6.2965 0.83 -1.93 -4.79
H -0.0629 2.9646 0.9799 1.00 -0.28 -0.28
H -1.5247 4.4724 -1.0094 1.66 0.64 -0.19
H 1.9480 2.5125 -2.5698 -0.87 0.58 0.07
H 2.7321 0.1269 3.1825 -0.43 -0.22 0.22
N -0.2763 0.5051 -3.9862 0.82 -1.39 1.95
H -2.1529 -0.1297 -0.4037 -0.57 0.46 0.13
C -0.5746 -5.2693 -1.8354 0.17 -0.84 1.22
H -2.9723 0.1029 9.7089 -0.11 -0.47 -0.57
H -1.2276 2.8477 7.3047 -0.20 -0.21 0.74
H -2.3755 -3.7872 -2.6506 -0.02 0.42 0.37
H -3.7910 -0.7211 8.2988 -0.38 -0.71 0.08
C 3.3546 0.6490 0.1544 0.33 0.26 -1.61
H -1.6458 1.9831 -3.9234 -0.89 0.65 0.23
H 4.4782 -3.1854 -0.3746 -0.57 -0.09 -0.40
H -0.1577 -4.5419 0.6737 0.10 -0.92 0.25
H 2.5565 3.5532 -1.5094 0.38 0.97 0.69
H 3.1616 -4.0619 1.3642 -1.33 0.63 -0.68
C 2.3433 -4.9620 -1.1539 0.07 0.83 0.90
C -3.3502 2.7790 -2.0134 -1.36 -1.48 -0.97
H -3.8872 0.3111 -0.4861 0.00 0.02 -0.22
H -2.6208 -2.5924 -1.3036 0.81 -0.67 -0.18
C -0.6573 -3.8210 -1.3053 -1.17 -0.14 1.53
H -3.1452 3.8414 -2.1010 0.31 -0.02 0.18
H 1.7306 2.7577 0.4396 -0.66 0.28 0.52
H 2.6187 1.8441 2.8826 0.05 0.50 0.32
H 4.8787 1.4478 3.5193 0.26 0.60 0.63
H 6.3380 1.4238 1.5200 -0.80 -0.42 -0.65
H 1.5251 4.2195 -2.8588 0.13 -0.34 0.83
C -0.4573 4.5842 -1.3831 -1.45 0.41 -0.97
H 3.4995 -1.7926 -0.9033 1.08 -0.68 -0.84
H 5.2317 0.9229 -0.6675 -1.45 0.08 2.10
H 1.5302 -2.8653 -6.2875 -0.21 0.24 0.03
H 3.2911 -5.5018 -1.0021 -0.15 0.48 0.75
H 0.0703 5.4839 -0.9945 -0.49 -0.69 0.23
C -4.8839 2.5651 8.7625 0.17 -0.17 -0.13
H 0.2624 -5.4276 -2.4904 -0.10 -0.15 -0.68
P -0.5951 1.7782 -1.5690 -1.50 -0.58 -0.86
H -1.5274 -2.2233 -2.6488 -0.33 -0.92 0.58
H -2.5702 1.9431 1.1581 -0.12 0.70 -0.61
H 4.9830 -0.0964 2.7934 -0.36 0.62 -0.52
H -0.5765 0.1200 -8.5621 -0.33 0.39 -0.87
H 3.9425 -3.1884 -2.0928 -0.13 0.52 0.48
H 2.3420 -2.4746 1.4597 -0.37 -0.71 -0.62
H -1.5276 -5.5318 -2.2802 0.09 -0.07 -0.37
H -4.6492 3.0176 9.7403 0.11 -0.23 -0.32
C 2.3463 -3.4383 -0.6095 -0.58 -3.41 0.97
H 2.3418 -4.9167 -2.2350 -0.68 -0.17 -0.35
H 2.4332 -2.9115 -3.3081 -0.90 0.45 0.05
H 1.5651 0.3364 1.1551 1.55 0.61 -0.20